ORCA calculation (ωB97M-V/def2-TZVPD) on a molecular structure, C19H31AsIrN5OPS4 in a non-equilibrium geometry.

Results
Spin multiplicity: 1
Energy above the lowest of the compared OMol25 structures with the same formula, charge and spin: 1.318 eV
E_LUMO: 0.75 eV
Net charge: -1
Electronic energy: -5365.97571 Ha

Geometry as XYZ:
```
63
Properties=species:S:1:pos:R:3:forces:R:3:lowdin_charge:R:1
Ir 0.01067 -0.51628 -0.38440 0.567 -0.910 0.071 0.611
S 4.28549 1.31839 0.61995 -0.448 0.337 0.155 -0.175
As 3.17278 -0.13462 -0.44160 2.486 -0.478 0.244 -0.580
S 1.84310 -1.25136 0.91946 -0.894 0.117 -0.773 0.040
S 1.71502 0.72757 -1.83910 -2.361 -1.242 1.115 0.062
S 4.50671 -1.46181 -1.41560 -0.484 0.014 -0.139 -0.233
N -4.89639 3.47426 -4.26874 0.690 -0.703 0.540 0.169
C -4.16808 2.77988 -3.69346 -1.860 1.760 -1.706 -0.195
C -3.30249 1.97736 -2.97222 2.318 -2.031 2.127 -0.206
C -2.23581 2.53976 -2.21847 -1.648 0.184 -1.123 0.013
C -1.49319 1.74744 -1.40012 0.296 -1.167 0.942 -0.158
N -1.68008 0.40099 -1.25862 0.014 0.869 -1.981 -0.096
C -2.65742 -0.14871 -2.03507 1.185 -0.213 1.400 -0.102
C -3.46361 0.56891 -2.86265 -0.745 1.717 -0.622 -0.001
H -2.04309 3.60192 -2.26494 0.037 0.003 -0.004 0.125
H -0.71386 2.18411 -0.78852 0.064 -0.181 -0.033 0.081
H -2.78421 -1.21780 -1.93927 0.149 -0.053 -0.024 0.107
H -4.25346 0.08051 -3.41338 0.005 -0.076 -0.040 0.118
C -0.34013 -2.43434 -1.26958 0.747 1.432 0.000 -0.280
H -1.27370 -2.86672 -0.89823 -0.231 0.175 0.193 -0.020
H 0.46999 -3.11043 -1.00439 0.107 0.076 0.044 -0.029
H -0.38796 -2.38387 -2.35564 -0.060 0.033 -0.136 -0.016
O -0.51043 1.05928 1.43145 -0.248 0.337 -0.381 -0.359
P -0.73356 0.96177 2.89404 0.501 0.369 1.503 0.585
N -1.00336 -0.59142 3.37871 -0.069 0.401 -0.407 -0.189
C -1.28765 -0.94769 4.76003 0.105 0.051 0.543 -0.193
C -1.83807 -2.37682 4.69200 0.067 -0.046 -0.101 -0.162
C -1.31397 -2.88159 3.34416 -0.110 0.030 -0.016 -0.155
C -1.46427 -1.63796 2.48389 0.123 -0.060 -0.389 -0.218
N 0.48667 1.50710 3.91233 -0.873 -0.368 -0.699 -0.172
C 0.94370 2.88766 3.70711 -0.015 0.732 0.165 -0.215
C 2.47085 2.83655 3.68364 -0.021 -0.112 -0.038 -0.176
C 2.77213 1.58925 4.50530 -0.141 0.044 -0.057 -0.169
C 1.66828 0.64479 4.04993 0.522 -0.559 0.031 -0.219
N -2.10269 1.80569 3.44774 0.317 -0.513 -0.470 -0.190
C -2.17733 3.26268 3.51445 0.324 0.430 0.227 -0.203
C -3.67440 3.61422 3.43525 -0.027 -0.092 0.047 -0.164
C -4.38746 2.26152 3.43838 0.049 -0.046 -0.067 -0.173
C -3.33796 1.33802 2.83224 -0.390 -0.166 0.069 -0.225
H -1.99050 -0.24442 5.21515 -0.003 -0.022 0.031 0.108
H -0.36275 -0.92155 5.34229 -0.073 0.056 0.053 0.099
H -2.93166 -2.36868 4.69262 0.041 -0.015 -0.009 0.106
H -1.49923 -2.98072 5.53250 -0.051 -0.004 0.022 0.106
H -1.86871 -3.73052 2.95223 -0.007 -0.078 -0.014 0.111
H -0.25818 -3.14380 3.42119 0.021 -0.020 -0.058 0.121
H -2.51562 -1.50063 2.19599 -0.019 -0.028 -0.062 0.112
H -0.85613 -1.65486 1.56892 -0.001 -0.162 0.140 0.039
H 0.59388 3.49997 4.54932 0.020 0.040 -0.163 0.104
H 0.54482 3.30603 2.78047 0.053 0.061 0.010 0.100
H 2.91545 3.74054 4.09734 -0.010 0.063 -0.011 0.107
H 2.84061 2.69145 2.66758 -0.012 -0.028 -0.054 0.046
H 2.67295 1.80330 5.57233 0.029 -0.028 0.083 0.106
H 3.76217 1.18573 4.30519 0.006 -0.047 -0.020 0.111
H 1.47047 -0.14522 4.77443 0.035 -0.051 0.029 0.096
H 1.94351 0.17910 3.09759 0.015 0.060 0.068 0.034
H -1.63638 3.74435 2.69170 -0.013 0.000 0.081 0.108
H -1.73558 3.59001 4.45900 0.026 0.083 -0.152 0.107
H -3.88481 4.14258 2.50598 -0.012 0.067 0.012 0.105
H -3.98885 4.24258 4.26790 0.010 0.063 -0.068 0.103
H -5.31437 2.27439 2.86685 -0.046 -0.028 0.024 0.106
H -4.60760 1.94691 4.46070 0.000 -0.033 -0.042 0.109
H -3.31851 1.43364 1.73732 -0.032 -0.012 -0.046 0.118
H -3.50949 0.29149 3.08652 -0.023 -0.031 -0.066 0.102
```
Forces are in eV/Å.